i.
This record from the Open Molecules 2025 dataset describes 3 unconnected molecules or ions with the total composition C4H14NO2. The level of theory is wB97M-V/def2-TZVPD.

Computed properties:
LUMO level: -0.10925 hartree
Orbital gap: 10.25 eV
Molar mass: 108.16 g/mol
HOMO: -0.4858 Eh

```
! RIJCOSX wB97M-V def2-TZVPD def2/J DEFGRID3
* xyz 1 1
C -0.134 -1.546 0.170
C 0.616 -1.127 1.502
C 1.701 -0.124 1.412
C 1.759 1.165 0.886
N -1.145 -0.405 -0.146
H 0.887 -1.574 -0.416
H -0.683 -2.531 0.182
H 0.014 -0.636 2.317
H 0.859 -2.248 1.823
H 2.604 -0.515 1.883
H 2.716 1.665 0.743
H 0.848 1.524 0.385
H -1.031 -0.368 -1.216
H -2.086 -0.596 0.098
H -0.878 0.501 0.090
H -2.346 2.620 -0.989
H -2.209 2.794 0.361
O -2.060 2.060 -0.251
H -0.329 -0.331 -3.586
H 0.882 -0.345 -2.466
O 0.015 0.017 -2.783
*
```

These are the Löwdin partial charges, in e, on atoms 1 to 6:
1 C -0.108
2 C -0.235
3 C -0.189
4 C 0.047
5 N 0.170
6 H 0.153

***

ii.
This record from the Open Molecules 2025 dataset describes 3 unconnected molecules or ions with the total composition C4H14NO2. The level of theory is wB97M-V/def2-TZVPD.

Computed properties:
LUMO level: -0.11718 hartree
Orbital gap: 8.58 eV
Molar mass: 108.16 g/mol
HOMO: -0.4323 Eh

```
! RIJCOSX wB97M-V def2-TZVPD def2/J DEFGRID3
* xyz 1 1
C 0.820 0.164 0.071
C 2.302 0.360 0.280
C 2.543 1.712 -0.123
C 1.772 2.753 -0.032
N 0.367 -1.106 0.959
H 0.371 0.014 -0.937
H 0.291 1.010 0.677
H 2.759 -0.350 -0.428
H 2.836 0.200 1.242
H 3.464 1.851 -0.686
H 2.096 3.751 0.463
H 0.789 2.824 -0.465
H 0.992 -1.052 1.831
H 0.211 -1.935 0.462
H -0.641 -0.833 1.280
H -4.832 -1.640 -1.480
H -3.840 -2.428 -2.606
O -3.964 -1.653 -1.932
H -3.003 -1.401 1.231
H -2.858 -1.296 -0.347
O -2.475 -0.944 0.542
*
```

These are the Löwdin partial charges, in e, on atoms 1 to 6:
1 C -0.120
2 C -0.232
3 C -0.240
4 C -0.004
5 N 0.153
6 H 0.155

***

The computed energies, referenced to the most stable structure and given in kJ/mol, are i 0.0; ii 132.0.